The following is a DFT calculation (ωB97M-V with the def2-TZVPD basis set) of a molecular structure, C18H21N10SV at a distorted geometry.

Structure (XYZ):
```
51
C18H21N10SV (ωB97M-V with the def2-TZVPD basis set)
V 0.1994 -0.0379 -0.3929
C 1.8798 -3.6769 3.9928
C 1.1595 -3.5923 2.6606
N 1.8548 -2.6860 1.7286
C 1.4481 -1.5022 1.3253
S 2.4536 -0.4805 0.3379
N 0.1302 -1.1722 1.5910
N -0.0393 0.1913 1.4416
C -0.2203 1.1821 2.2079
C -0.4073 1.1307 3.6770
C -0.1356 2.4194 1.3705
C -0.2802 3.6864 1.8763
C -0.0498 4.7718 1.0323
C 0.3241 4.5314 -0.2710
C 0.4361 3.2162 -0.7083
N 0.2057 2.1677 0.0764
H 1.3622 -4.3788 4.6460
H 1.9073 -2.7050 4.4865
H 2.9046 -4.0315 3.8735
H 0.1457 -3.2219 2.7739
H 1.1061 -4.5686 2.1790
H 2.7996 -2.9216 1.4597
H -0.2522 0.1183 4.0411
H -1.4201 1.4480 3.9358
H 0.2867 1.8069 4.1777
H -0.5546 3.8318 2.9123
H -0.1491 5.7840 1.4011
H 0.5364 5.3407 -0.9548
H 0.7267 3.0100 -1.7294
N -3.9147 0.9257 -1.3240
C -3.1285 0.3964 -0.3923
N -1.8976 0.3125 -0.8685
C -2.0128 0.8550 -2.1214
N -3.2150 1.2529 -2.4318
C -0.8248 0.9414 -2.9837
C -0.8541 1.2984 -4.3199
N 0.2521 1.3291 -5.0562
C 1.3908 0.9930 -4.4578
C 1.4412 0.6238 -3.1220
N 0.3279 0.6030 -2.3839
H -4.9079 1.0990 -1.2816
H -3.4763 0.0613 0.5716
H -1.7913 1.5624 -4.7947
H 2.2949 1.0109 -5.0533
H 2.3657 0.3417 -2.6360
C -0.0953 -4.3344 -2.2811
C -0.0191 -2.9938 -1.6965
N 0.0489 -1.9466 -1.2411
H -0.6340 -4.9935 -1.6027
H 0.9128 -4.7137 -2.4383
H -0.6210 -4.2859 -3.2330
```

## Properties
LUMO level (alpha / beta) (Ha): -0.2370 / -0.2394
Total charge: +2
Multiplicity: 3
E_tot (eV): -70419.04591
HOMO energy (alpha / beta) (eV): -14.2 / -14.6
Max |F| (hartree/bohr): 0.020

---

The following is a DFT calculation (ωB97M-V with the def2-TZVPD basis set) of a molecular structure, C18H21N2 at a distorted geometry.

Structure (XYZ):
```
41
C18H21N2 (ωB97M-V with the def2-TZVPD basis set)
C -4.7749 -0.3221 -0.0850
C -4.6995 -1.8633 -0.2404
C -3.2650 -2.1968 -0.4809
N -2.5082 -0.9478 -0.0463
N -1.1762 -0.9891 -0.3119
C -0.3098 0.0708 -0.5446
C -3.3517 0.2138 -0.1987
H -5.4093 0.1115 -0.8753
H -5.2554 -0.0299 0.8711
H -5.1280 -2.4053 0.5999
H -5.2904 -2.1739 -1.1252
H -2.8384 -3.0878 0.0143
H -3.1095 -2.3630 -1.5684
H 0.2122 -0.2019 -1.8627
H -0.7561 1.1748 -0.5353
H -3.2367 0.6656 -1.1861
H -3.1125 0.9798 0.5419
C 1.1588 0.0588 -0.6632
C 1.7689 1.4981 -0.7003
C 2.5745 1.8369 -1.7961
C 3.0351 3.1508 -1.9639
C 2.7223 4.0971 -0.9850
C 2.0221 3.7177 0.1666
C 1.4706 2.4203 0.2937
C 1.6732 -0.7981 0.5313
C 1.9396 -2.1658 0.2789
C 2.4213 -2.9693 1.3182
C 2.6626 -2.4736 2.6129
C 2.6091 -1.0731 2.7843
C 2.1949 -0.2492 1.7164
H 1.8449 -0.3928 -1.5014
H 2.7662 1.0998 -2.5871
H 3.5270 3.4232 -2.8982
H 2.9818 5.1653 -1.1576
H 1.7719 4.4452 0.9317
H 0.7840 2.1280 1.1017
H 1.7355 -2.5843 -0.7158
H 2.4894 -4.0517 1.1654
H 2.8593 -3.1149 3.4702
H 2.7772 -0.6465 3.7851
H 2.2192 0.8425 1.8456
```

## Properties
Relative energy (zero: lowest compared OMol25 entry of this formula, charge and spin) (kcal/mol): 141.6
LUMO level (Ha): -0.1865
Total charge: +1
E_tot (eV): -21974.96735
HOMO energy (eV): -12.0
Max |F| (hartree/bohr): 0.130

---

The following is a DFT calculation (ωB97M-V with the def2-TZVPD basis set) of C18H21N3O2S in the gas phase.

Structure (XYZ):
```
45
C18H21N3O2S (ωB97M-V with the def2-TZVPD basis set)
C -2.3801 -4.1354 0.4945
C -2.6619 -2.8608 1.2801
C -3.1103 -1.7260 0.3630
H -4.0152 -2.0219 -0.1691
H -2.3363 -1.5406 -0.3833
C -3.3690 -0.4396 1.1545
N -3.7111 0.6898 0.3136
C -2.8146 1.3376 -0.4642
O -3.1201 2.2206 -1.2442
C -1.3847 0.9429 -0.3022
C -0.5597 1.2030 0.7427
C 0.7787 0.8009 0.4975
C 0.9430 0.2418 -0.7710
N 2.0898 -0.2222 -1.2621
C 3.1491 -0.1317 -0.4956
N 3.1125 0.4032 0.7819
C 4.2445 0.4776 1.5395
C 5.4370 0.0359 1.0782
C 5.5158 -0.5176 -0.2195
C 4.4020 -0.6057 -0.9994
C 4.4111 -1.1751 -2.3773
H 4.0577 -0.4290 -3.0859
H 5.4090 -1.5008 -2.6562
H 3.7221 -2.0151 -2.4337
H 6.4667 -0.8699 -0.5892
H 6.3163 0.1074 1.6961
H 4.0952 0.9133 2.5167
C 1.9007 0.9031 1.3737
O 1.9234 1.3413 2.5053
S -0.5456 0.2193 -1.6549
H -0.8651 1.6772 1.6582
C -5.1025 1.0955 0.2398
C -5.9779 0.1017 -0.5164
H -5.5705 -0.0718 -1.5091
H -6.0449 -0.8468 0.0112
H -6.9807 0.5078 -0.6195
H -5.4798 1.2327 1.2586
H -5.1160 2.0580 -0.2761
H -4.1986 -0.5965 1.8476
H -2.4808 -0.2020 1.7462
H -3.4368 -3.0551 2.0253
H -1.7586 -2.5560 1.8137
H -2.0580 -4.9320 1.1607
H -3.2738 -4.4665 -0.0297
H -1.5969 -3.9631 -0.2403
```

## Properties
Relative energy (zero: lowest compared OMol25 entry of this formula, charge and spin) (kcal/mol): 11.3
LUMO level (Ha): -0.0017
E_tot (eV): -38408.67073
HOMO energy (eV): -7.9
Max |F| (hartree/bohr): 0.018

---

The following is a DFT calculation (ωB97M-V with the def2-TZVPD basis set) of C18H21N3O4 in the gas phase at a distorted geometry.

Structure (XYZ):
```
46
C18H21N3O4 (ωB97M-V with the def2-TZVPD basis set)
C 4.5765 -1.6883 -3.5898
C 3.7223 -1.1360 -2.4611
H 4.1453 -0.1975 -2.0813
H 3.6601 -1.8585 -1.6373
O 2.4246 -0.8959 -2.9829
C 1.4910 -0.4166 -2.1325
N 0.2500 -0.2119 -2.6170
N -0.6054 0.2497 -1.7020
C 0.1001 0.3495 -0.5756
C -0.3394 0.7894 0.6829
C 0.5668 0.8189 1.7130
C 1.9045 0.3935 1.5170
C 2.3610 -0.0354 0.3056
C 1.4628 -0.0628 -0.7786
H 3.3875 -0.3485 0.1923
H 2.5588 0.4169 2.3748
C 0.1961 1.2451 3.0933
O 0.7189 0.7798 4.0879
N -0.7389 2.2255 3.1533
H -1.1642 2.5606 2.3042
C -1.2927 2.6848 4.4116
C -2.7098 2.2440 4.5775
C -3.2453 1.0385 4.9248
C -4.6514 1.1980 4.8662
C -4.8649 2.4852 4.4844
O -3.6977 3.1260 4.3023
H -5.7629 3.0454 4.3158
H -5.3938 0.4571 5.0806
H -2.7017 0.1556 5.1908
H -0.6658 2.2475 5.1934
H -1.2440 3.7769 4.4591
H -1.3780 1.0565 0.8049
C -0.1934 -0.4311 -3.9694
H -0.5356 0.5248 -4.3755
H 0.6544 -0.7980 -4.5500
C -1.3592 -1.4351 -4.0331
O -0.9659 -2.7808 -4.0924
C -0.3845 -3.2828 -2.9118
H -0.3753 -4.3670 -3.0120
H -0.9713 -3.0032 -2.0294
H 0.6437 -2.9299 -2.7841
H -1.9217 -1.2686 -4.9541
H -2.0139 -1.2525 -3.1686
H 4.6293 -0.9697 -4.4032
H 5.5796 -1.8890 -3.2257
H 4.1434 -2.6102 -3.9685
```

## Properties
Relative energy (zero: lowest compared OMol25 entry of this formula, charge and spin) (kcal/mol): 83.9
LUMO level (Ha): 0.0176
E_tot (eV): -31665.74282
HOMO energy (eV): -7.8
Max |F| (hartree/bohr): 0.023

---

The following is a DFT calculation (ωB97M-V with the def2-TZVPD basis set) of C18H21N3OS in the gas phase at a distorted geometry.

Structure (XYZ):
```
44
C18H21N3OS (ωB97M-V with the def2-TZVPD basis set)
C -4.9875 -1.1911 0.5875
H -5.6966 -0.7375 1.2741
H -4.4876 -2.0193 1.0825
H -5.5254 -1.5848 -0.2713
C -3.9822 -0.1373 0.1175
C -2.8913 -0.7600 -0.7050
C -2.5102 -0.4147 -1.9666
C -1.4227 -1.1739 -2.4528
C -0.9965 -2.0988 -1.5576
S -1.9135 -2.0613 -0.1055
H -0.1969 -2.8064 -1.6541
H -0.9803 -1.0270 -3.4215
H -2.9847 0.3674 -2.5338
N -3.5213 0.6711 1.2474
C -2.7795 -0.0233 2.2824
H -1.7520 -0.2633 1.9898
H -2.7474 0.6222 3.1606
H -3.3004 -0.9375 2.5486
C -2.8791 1.9042 0.8476
C -1.6098 1.7272 0.0793
N -0.5637 1.0264 0.3964
C 0.2580 1.1806 -0.6843
N -0.2547 1.9526 -1.5983
O -1.4764 2.3187 -1.1137
C 1.5895 0.5437 -0.7763
H 1.4646 -0.5382 -0.6917
H 2.0254 0.7774 -1.7475
C 2.4994 1.0351 0.3620
C 3.8272 0.3372 0.3031
C 4.0123 -0.8802 0.9459
C 5.2246 -1.5418 0.8671
C 6.2681 -0.9946 0.1400
C 6.0921 0.2162 -0.5074
C 4.8784 0.8759 -0.4269
H 4.7453 1.8218 -0.9328
H 6.9027 0.6484 -1.0759
H 7.2156 -1.5095 0.0793
H 5.3567 -2.4860 1.3754
H 3.2003 -1.3087 1.5165
H 2.0035 0.8310 1.3126
H 2.6364 2.1141 0.2660
H -2.6605 2.4747 1.7559
H -3.5655 2.4847 0.2245
H -4.5149 0.5648 -0.5390
```

## Properties
Relative energy (zero: lowest compared OMol25 entry of this formula, charge and spin) (kcal/mol): 60.0
LUMO level (Ha): 0.0242
E_tot (eV): -36358.95559
HOMO energy (eV): -8.6
Max |F| (hartree/bohr): 0.023